{"formula": "C8H20", "method": "wB97M-V/def2-TZVPD", "homo_lumo_gap_ha": 0.434, "lumo_energy_ev": 1.08, "energy_ha": -316.78686, "homo_ev": -10.7, "smiles": "CC(C)C.CC(C)C", "charge": 0, "species": ["C", "C", "C", "C", "H", "H", "H", "H", "H", "H", "H", "H", "H", "H", "C", "C", "C", "C", "H", "H", "H", "H", "H", "H", "H", "H", "H", "H"], "positions_angstrom": [[-2.570363, -0.109821, 2.656167], [-1.229565, -0.105815, 1.896417], [-0.273202, -1.250615, 2.384620], [-1.541780, -0.343604, 0.375725], [-2.420876, 0.004732, 3.742966], [-2.994555, -1.109468, 2.462822], [-3.294228, 0.650845, 2.318505], [-0.702727, 0.853338, 2.076329], [-0.743690, -2.246694, 2.329284], [-0.071446, -1.015144, 3.443138], [0.686815, -1.284380, 1.842552], [-0.625470, -0.449685, -0.229050], [-2.159497, 0.459907, -0.059498], [-2.107856, -1.288927, 0.325509], [0.825195, -0.664435, -2.356985], [1.671245, 0.515158, -2.105932], [0.876735, 1.899729, -2.135966], [2.451767, 0.292983, -0.823346], [1.356835, -1.614425, -2.179552], [0.489527, -0.639997, -3.407385], [-0.062456, -0.630596, -1.703111], [2.408642, 0.592589, -2.930647], [0.248917, 1.971242, -3.040032], [1.548995, 2.773618, -2.104447], [0.221257, 1.927934, -1.249310], [1.821686, 0.209320, 0.078098], [3.081511, 1.193724, -0.730053], [3.108588, -0.591511, -0.876817]], "atomic_forces_ev_per_a": [[0.412, -0.518, 0.139], [0.215, -0.445, -0.979], [-0.575, 0.847, 0.507], [0.222, 0.262, 0.795], [-0.095, -0.046, -0.363], [-0.213, 0.355, 0.289], [0.446, -0.236, -0.002], [-0.252, -0.371, -0.335], [0.063, 0.391, -0.043], [0.176, -0.433, -0.263], [-0.447, 0.145, 0.112], [-0.580, 0.108, 0.708], [0.200, -0.269, 0.173], [0.172, 0.284, -0.205], [-1.442, -0.810, -0.852], [0.757, 1.638, -0.369], [0.317, -1.253, 0.383], [0.634, 1.068, 0.222], [-0.165, 0.363, -0.088], [-0.155, -0.288, 0.353], [0.438, -0.270, -0.684], [-0.156, -0.075, 0.363], [0.258, -0.074, 0.330], [-0.164, -0.450, 0.014], [0.103, 0.143, -0.309], [0.073, 0.043, -0.362], [0.066, -0.424, 0.516], [-0.308, 0.318, -0.051]], "mulliken_charge": [-1.41, 0.58, -1.24, -0.80, 0.37, 0.32, 0.35, 0.24, 0.30, 0.36, 0.30, -0.44, 0.39, 0.38, -1.19, 0.74, -1.22, -1.24, 0.34, 0.40, 0.34, 0.33, 0.34, 0.37, 0.21, 0.12, 0.37, 0.37]}

***

{"formula": "C8H20BIN5O9P", "method": "wB97M-V/def2-TZVPD", "homo_lumo_gap_ha": 0.325, "lumo_energy_ev": -0.47, "energy_ha": -1931.70034, "homo_ev": -9.3, "smiles": "CC[C@@H](I)[C@]1(P(=N)(O)O)OC(=O)O[C@@H]1B(O)O.NC(N)=O.NC(N)=O", "charge": 0, "species": ["C", "C", "C", "I", "C", "P", "N", "O", "O", "O", "C", "O", "O", "C", "B", "O", "O", "H", "H", "H", "H", "H", "H", "H", "H", "H", "H", "H", "H", "N", "C", "N", "O", "H", "H", "H", "H", "N", "C", "N", "O", "H", "H", "H", "H"], "positions_angstrom": [[-2.030610, -5.482615, -0.988291], [-1.628263, -3.923035, -0.537526], [0.009022, -3.915236, -0.385371], [0.852155, -4.477587, -2.323772], [0.636637, -2.560868, 0.288386], [2.383147, -2.855262, 1.090738], [3.589518, -2.899472, 0.015338], [2.377076, -4.385716, 1.973146], [2.712998, -1.589665, 2.247235], [-0.190669, -2.457285, 1.537707], [-1.103883, -1.266695, 1.513334], [-1.750276, -0.673531, 2.528888], [-1.129368, -0.799042, 0.087097], [0.281077, -1.080946, -0.307602], [0.818546, -0.597855, -1.778051], [2.281050, -0.617426, -2.135562], [-0.067943, -0.048690, -2.864668], [-2.383887, -5.494547, -2.103981], [-1.136684, -6.244776, -0.778367], [-2.938722, -5.900849, -0.342199], [-2.060248, -3.114560, -1.264593], [-2.195128, -3.765240, 0.501208], [0.268060, -4.808253, 0.363706], [3.171911, -2.751542, -0.928771], [3.248890, -4.843134, 1.700716], [1.924295, -0.946586, 2.281579], [0.868586, -0.368167, 0.448793], [2.449540, -1.465445, -2.658928], [-0.931839, -0.555668, -2.865427], [-2.680424, 2.023902, 1.298346], [-1.834681, 3.036968, 1.559188], [-2.090854, 4.168254, 0.877670], [-0.909828, 2.937880, 2.349949], [-3.447624, 2.086403, 0.650607], [-2.522775, 1.154104, 1.790428], [-1.477704, 4.955316, 1.044719], [-2.847573, 4.268998, 0.222354], [0.807053, 7.602810, -1.348676], [0.750107, 6.837745, -0.243661], [1.918729, 6.268126, 0.102392], [-0.278365, 6.673558, 0.393333], [1.644452, 7.749969, -1.886425], [-0.051079, 8.050056, -1.643850], [1.919568, 5.684141, 0.928400], [2.776011, 6.391460, -0.409533]], "atomic_forces_ev_per_a": [[-0.622, -0.128, 0.337], [-0.578, -1.116, 0.670], [-0.944, -0.216, 1.612], [-0.052, 0.619, 0.741], [-2.325, -0.180, 1.264], [3.468, -0.253, -0.566], [-2.799, -0.008, 1.038], [0.974, 2.592, -1.663], [-2.957, -1.500, -1.870], [-2.234, 3.353, 0.371], [-1.950, 1.979, 2.350], [4.638, -4.759, -7.236], [1.732, -1.878, 3.342], [1.634, 0.721, 1.555], [0.466, 0.822, -3.590], [-3.459, -1.678, 0.599], [1.012, -2.787, 3.011], [0.970, -0.199, 2.117], [-1.918, 1.803, -0.720], [1.905, 1.148, -1.342], [1.098, -1.641, 1.188], [1.707, -0.130, -2.123], [-0.397, 2.057, -1.715], [0.602, -0.116, 0.930], [-1.836, 1.248, 0.270], [1.597, -1.433, 0.161], [-0.650, -1.264, -1.776], [-0.332, 1.772, 0.823], [1.202, 1.166, 0.249], [-0.695, -1.377, 0.019], [0.228, 0.225, 0.148], [0.121, 1.149, -0.342], [0.313, -0.128, 0.156], [0.183, 0.063, 0.139], [-0.071, 0.189, -0.134], [-0.088, 0.018, -0.218], [0.167, -0.048, 0.163], [-0.453, 0.912, -1.106], [-0.309, -0.185, 0.339], [0.897, -0.730, 0.709], [-0.279, -0.033, 0.078], [-0.166, -0.039, 0.125], [0.368, -0.165, 0.097], [0.017, 0.177, -0.297], [-0.188, -0.024, 0.098]], "mulliken_charge": [-0.95, -0.06, -1.23, 0.11, 0.21, 1.45, -0.80, -0.59, -0.56, -0.36, 0.58, -0.58, -0.32, 0.07, 0.72, -0.54, -0.53, 0.26, 0.29, 0.32, 0.26, 0.18, 0.61, 0.18, 0.36, 0.37, -0.12, 0.31, 0.30, -0.32, 0.69, -0.34, -0.68, 0.15, 0.19, 0.25, 0.14, -0.40, 0.66, -0.39, -0.69, 0.16, 0.22, 0.23, 0.17]}

***

{"formula": "C8H20BN", "method": "wB97M-V/def2-TZVPD", "homo_lumo_gap_ha": 0.357, "lumo_energy_ev": 0.74, "energy_ha": -396.34856, "homo_ev": -9.0, "smiles": "BN(C(C)(C)C)C(C)(C)C", "charge": 0, "species": ["B", "N", "C", "C", "C", "C", "C", "C", "C", "C", "H", "H", "H", "H", "H", "H", "H", "H", "H", "H", "H", "H", "H", "H", "H", "H", "H", "H", "H", "H"], "positions_angstrom": [[-1.828917, 0.722216, 0.884351], [-0.600293, 0.200249, 0.232707], [0.470163, 1.245642, -0.121475], [0.707897, 2.187721, 1.075335], [1.843928, 0.663199, -0.668355], [0.037152, 2.139203, -1.338071], [-0.429373, -1.300597, 0.080133], [0.622645, -1.816487, 1.124580], [-1.656460, -2.090539, 0.532847], [-0.072749, -1.799450, -1.365369], [-1.832906, 1.873996, 1.040165], [-2.689759, 0.086908, 0.918366], [0.160484, 1.873047, 1.888390], [1.758849, 2.184051, 1.331607], [0.463010, 3.253158, 0.786235], [1.884391, 0.201064, -1.733382], [2.324496, -0.027435, 0.010995], [2.482462, 1.562039, -0.692686], [0.105997, 1.652897, -2.288638], [-0.967665, 2.599166, -1.284547], [0.838013, 2.901503, -1.340401], [1.539234, -1.167794, 1.245399], [0.104928, -1.953895, 2.145633], [0.975122, -2.755780, 0.561274], [-1.457208, -3.181983, 0.758321], [-2.606240, -1.978004, -0.102643], [-1.934915, -1.630054, 1.541458], [0.005600, -2.803828, -1.304059], [-0.957800, -1.643534, -2.002035], [0.709915, -1.196677, -1.916135]], "atomic_forces_ev_per_a": [[5.165, 0.900, -2.810], [-2.085, 0.560, 1.136], [-0.327, -1.163, -1.813], [1.165, 1.273, -2.186], [-0.016, 0.363, -0.613], [0.150, 0.443, 0.938], [1.103, 0.325, 0.126], [0.809, -0.323, -0.677], [-2.192, 0.484, 1.203], [-1.104, 4.856, -0.464], [-0.216, 0.654, 0.388], [-3.024, -2.032, 0.666], [-1.124, -0.398, 1.818], [0.339, -0.011, 0.198], [0.045, -1.184, 0.542], [-0.453, 0.984, 1.935], [0.055, -0.134, 0.067], [-0.016, -0.413, -0.165], [-0.035, -0.694, -0.503], [0.565, -0.147, 0.405], [-0.678, 0.099, -0.265], [-1.226, -0.672, -0.028], [1.113, -0.111, -1.640], [-0.285, 0.807, 1.857], [0.040, 1.247, -0.683], [1.527, -0.230, 0.633], [0.172, -0.944, -1.220], [1.081, -3.273, -0.101], [-0.026, 0.108, 0.248], [-0.522, -1.373, 1.010]], "mulliken_charge": [0.33, 0.36, 1.43, -1.77, -1.82, -1.67, 1.02, -1.25, -1.69, -1.43, -0.14, -0.14, 0.48, 0.45, 0.34, 0.31, 0.33, 0.58, 0.39, 0.29, 0.50, 0.29, 0.32, 0.31, 0.32, 0.32, 0.45, 0.61, 0.36, 0.13]}

***

What did the first record say?
{"formula": "C8H20", "method": "wB97M-V/def2-TZVPD", "homo_lumo_gap_ha": 0.434, "lumo_energy_ev": 1.08, "energy_ha": -316.78686, "homo_ev": -10.7, "smiles": "CC(C)C.CC(C)C", "charge": 0, "species": ["C", "C", "C", "C", "H", "H", "H", "H", "H", "H", "H", "H", "H", "H", "C", "C", "C", "C", "H", "H", "H", "H", "H", "H", "H", "H", "H", "H"], "positions_angstrom": [[-2.570363, -0.109821, 2.656167], [-1.229565, -0.105815, 1.896417], [-0.273202, -1.250615, 2.384620], [-1.541780, -0.343604, 0.375725], [-2.420876, 0.004732, 3.742966], [-2.994555, -1.109468, 2.462822], [-3.294228, 0.650845, 2.318505], [-0.702727, 0.853338, 2.076329], [-0.743690, -2.246694, 2.329284], [-0.071446, -1.015144, 3.443138], [0.686815, -1.284380, 1.842552], [-0.625470, -0.449685, -0.229050], [-2.159497, 0.459907, -0.059498], [-2.107856, -1.288927, 0.325509], [0.825195, -0.664435, -2.356985], [1.671245, 0.515158, -2.105932], [0.876735, 1.899729, -2.135966], [2.451767, 0.292983, -0.823346], [1.356835, -1.614425, -2.179552], [0.489527, -0.639997, -3.407385], [-0.062456, -0.630596, -1.703111], [2.408642, 0.592589, -2.930647], [0.248917, 1.971242, -3.040032], [1.548995, 2.773618, -2.104447], [0.221257, 1.927934, -1.249310], [1.821686, 0.209320, 0.078098], [3.081511, 1.193724, -0.730053], [3.108588, -0.591511, -0.876817]], "atomic_forces_ev_per_a": [[0.412, -0.518, 0.139], [0.215, -0.445, -0.979], [-0.575, 0.847, 0.507], [0.222, 0.262, 0.795], [-0.095, -0.046, -0.363], [-0.213, 0.355, 0.289], [0.446, -0.236, -0.002], [-0.252, -0.371, -0.335], [0.063, 0.391, -0.043], [0.176, -0.433, -0.263], [-0.447, 0.145, 0.112], [-0.580, 0.108, 0.708], [0.200, -0.269, 0.173], [0.172, 0.284, -0.205], [-1.442, -0.810, -0.852], [0.757, 1.638, -0.369], [0.317, -1.253, 0.383], [0.634, 1.068, 0.222], [-0.165, 0.363, -0.088], [-0.155, -0.288, 0.353], [0.438, -0.270, -0.684], [-0.156, -0.075, 0.363], [0.258, -0.074, 0.330], [-0.164, -0.450, 0.014], [0.103, 0.143, -0.309], [0.073, 0.043, -0.362], [0.066, -0.424, 0.516], [-0.308, 0.318, -0.051]], "mulliken_charge": [-1.41, 0.58, -1.24, -0.80, 0.37, 0.32, 0.35, 0.24, 0.30, 0.36, 0.30, -0.44, 0.39, 0.38, -1.19, 0.74, -1.22, -1.24, 0.34, 0.40, 0.34, 0.33, 0.34, 0.37, 0.21, 0.12, 0.37, 0.37]}

***

Repeat the first record exactly.
{"formula": "C8H20", "method": "wB97M-V/def2-TZVPD", "homo_lumo_gap_ha": 0.434, "lumo_energy_ev": 1.08, "energy_ha": -316.78686, "homo_ev": -10.7, "smiles": "CC(C)C.CC(C)C", "charge": 0, "species": ["C", "C", "C", "C", "H", "H", "H", "H", "H", "H", "H", "H", "H", "H", "C", "C", "C", "C", "H", "H", "H", "H", "H", "H", "H", "H", "H", "H"], "positions_angstrom": [[-2.570363, -0.109821, 2.656167], [-1.229565, -0.105815, 1.896417], [-0.273202, -1.250615, 2.384620], [-1.541780, -0.343604, 0.375725], [-2.420876, 0.004732, 3.742966], [-2.994555, -1.109468, 2.462822], [-3.294228, 0.650845, 2.318505], [-0.702727, 0.853338, 2.076329], [-0.743690, -2.246694, 2.329284], [-0.071446, -1.015144, 3.443138], [0.686815, -1.284380, 1.842552], [-0.625470, -0.449685, -0.229050], [-2.159497, 0.459907, -0.059498], [-2.107856, -1.288927, 0.325509], [0.825195, -0.664435, -2.356985], [1.671245, 0.515158, -2.105932], [0.876735, 1.899729, -2.135966], [2.451767, 0.292983, -0.823346], [1.356835, -1.614425, -2.179552], [0.489527, -0.639997, -3.407385], [-0.062456, -0.630596, -1.703111], [2.408642, 0.592589, -2.930647], [0.248917, 1.971242, -3.040032], [1.548995, 2.773618, -2.104447], [0.221257, 1.927934, -1.249310], [1.821686, 0.209320, 0.078098], [3.081511, 1.193724, -0.730053], [3.108588, -0.591511, -0.876817]], "atomic_forces_ev_per_a": [[0.412, -0.518, 0.139], [0.215, -0.445, -0.979], [-0.575, 0.847, 0.507], [0.222, 0.262, 0.795], [-0.095, -0.046, -0.363], [-0.213, 0.355, 0.289], [0.446, -0.236, -0.002], [-0.252, -0.371, -0.335], [0.063, 0.391, -0.043], [0.176, -0.433, -0.263], [-0.447, 0.145, 0.112], [-0.580, 0.108, 0.708], [0.200, -0.269, 0.173], [0.172, 0.284, -0.205], [-1.442, -0.810, -0.852], [0.757, 1.638, -0.369], [0.317, -1.253, 0.383], [0.634, 1.068, 0.222], [-0.165, 0.363, -0.088], [-0.155, -0.288, 0.353], [0.438, -0.270, -0.684], [-0.156, -0.075, 0.363], [0.258, -0.074, 0.330], [-0.164, -0.450, 0.014], [0.103, 0.143, -0.309], [0.073, 0.043, -0.362], [0.066, -0.424, 0.516], [-0.308, 0.318, -0.051]], "mulliken_charge": [-1.41, 0.58, -1.24, -0.80, 0.37, 0.32, 0.35, 0.24, 0.30, 0.36, 0.30, -0.44, 0.39, 0.38, -1.19, 0.74, -1.22, -1.24, 0.34, 0.40, 0.34, 0.33, 0.34, 0.37, 0.21, 0.12, 0.37, 0.37]}